{"formula": "C2HCl2NS", "method": "ωB97M-V with the def2-TZVPD basis set", "e_homo_ha": [-0.2428, -0.3999], "charge": 0, "orbital_gap_ev": [6.66, 5.91], "e_lumo_ev": [0.053, -4.972], "spin_multiplicity": 3, "symbols": ["C", "C", "N", "S", "Cl", "Cl", "H"], "positions_angstrom": [[0.90, 0.27, -0.66], [-0.35, 0.33, 0.15], [1.73, 0.31, -1.44], [-0.43, -1.13, 1.30], [-0.57, 1.85, 1.02], [-1.84, 0.21, -1.10], [0.55, -1.84, 0.73]]}

{"formula": "C2HCl3F2O2S2", "method": "ωB97M-V with the def2-TZVPD basis set", "e_homo_ha": [-0.3340, -0.3349], "charge": 0, "orbital_gap_ev": [7.63, 7.65], "e_lumo_ev": [-1.462, -1.467], "symbols": ["C", "C", "O", "O", "F", "F", "S", "S", "Cl", "Cl", "Cl", "H"], "positions_angstrom": [[-0.21, 0.55, -0.19], [4.45, -0.03, -0.19], [0.69, -1.45, 1.40], [2.52, 2.04, -0.35], [0.00, 0.92, -1.44], [0.08, 1.53, 0.68], [1.02, -0.87, 0.12], [2.89, 0.97, 0.52], [4.13, -1.87, 0.17], [5.72, 0.43, 0.92], [4.89, 0.23, -1.88], [-1.09, 0.04, 0.09]]}

{"formula": "C2HCl3S", "method": "ωB97M-V with the def2-TZVPD basis set", "e_homo_ha": -0.2912, "charge": 0, "orbital_gap_ev": 7.01, "e_lumo_ev": -0.909, "symbols": ["C", "C", "S", "Cl", "Cl", "Cl", "H"], "positions_angstrom": [[0.38, -0.12, 0.61], [-0.72, 1.80, 1.83], [1.71, -0.59, 1.37], [-0.78, 3.01, 0.55], [0.50, 2.13, 3.03], [-2.21, 1.34, 2.33], [-0.28, -0.44, -0.21]]}

{"formula": "C2HClF2", "method": "ωB97M-V with the def2-TZVPD basis set", "e_homo_ha": -0.3560, "smiles": "FC(F)=CCl", "charge": 0, "orbital_gap_ev": 10.50, "e_lumo_ev": 0.813, "symbols": ["F", "C", "F", "C", "Cl", "H"], "positions_angstrom": [[-1.70, 0.61, -1.10], [-0.47, 0.09, -0.75], [0.22, -0.60, -1.52], [-0.23, 0.17, 0.48], [1.09, -0.13, 1.41], [-1.10, 0.55, 1.25]]}

{"formula": "C2HClF2O", "method": "ωB97M-V with the def2-TZVPD basis set", "e_homo_ha": -0.3726, "charge": 0, "orbital_gap_ev": 10.13, "e_lumo_ev": -0.014, "symbols": ["C", "C", "O", "F", "F", "Cl", "H"], "positions_angstrom": [[-0.18, 0.33, 0.03], [-0.57, 1.76, 0.06], [-0.38, 0.86, 1.21], [-1.78, 2.13, -0.23], [0.28, 2.80, -0.22], [-2.91, -0.71, 0.01], [-3.60, 0.37, 0.31]]}

{"formula": "C2HClF2S", "method": "ωB97M-V with the def2-TZVPD basis set", "e_homo_ha": -0.3594, "smiles": "FC(F)(Cl)C=S", "charge": 0, "orbital_gap_ev": 8.54, "e_lumo_ev": -1.244, "symbols": ["F", "C", "F", "Cl", "C", "S", "H"], "positions_angstrom": [[0.11, -0.61, -1.76], [0.38, -0.34, -0.45], [1.76, -0.40, -0.40], [-0.22, -1.58, 0.60], [-0.09, 1.11, -0.22], [-0.96, 1.86, 0.89], [0.40, 1.65, -1.00]]}

{"formula": "C2HClN2", "method": "ωB97M-V with the def2-TZVPD basis set", "e_homo_ha": [-0.3863, -0.3863], "charge": 0, "orbital_gap_ev": [8.94, 8.94], "e_lumo_ev": [-1.568, -1.568], "symbols": ["C", "C", "N", "N", "Cl", "H"], "positions_angstrom": [[1.75, 0.20, -0.09], [0.67, -0.34, -0.03], [-1.09, -1.12, -0.06], [-2.00, -0.43, 0.00], [-2.07, 1.35, -0.04], [2.74, 0.34, 0.22]]}

{"formula": "C2HClN2O2", "method": "ωB97M-V with the def2-TZVPD basis set", "e_homo_ha": [-0.3616, -0.3578], "charge": 0, "orbital_gap_ev": [7.90, 8.24], "e_lumo_ev": [-1.939, -1.500], "symbols": ["C", "C", "N", "N", "O", "O", "Cl", "H"], "positions_angstrom": [[1.71, -0.93, -0.01], [1.34, 0.33, -0.44], [2.13, -1.99, -0.03], [-1.93, 0.34, 0.29], [-1.60, -0.30, 1.23], [-2.94, 0.87, -0.01], [-0.20, 0.44, -1.13], [1.50, 1.24, 0.11]]}

How do the records compare in E_tot? In the order shown, they have -39454.5353; -70854.2791; -50488.6292; -20045.3273; -22091.1087; -30881.8185; -17586.0808; -21681.2325 eV.